# 1
Computed, not measured: a structure of composition C37H39Cl3N6O6PSiW in a non-equilibrium geometry, with wB97M-V/def2-TZVPD.

Structure (ORCA input):
```
! wB97M-V def2-TZVPD RIJCOSX def2/J DEFGRID3
* xyz 1 1
W 0.95 0.41 0.58
O 4.43 1.92 -0.65
C 3.59 1.29 -0.03
O 2.26 1.45 -0.23
C 3.84 0.36 1.05
C 5.13 0.02 1.46
C 5.32 -0.95 2.42
C 4.16 -1.58 2.94
C 2.92 -1.19 2.52
N 2.68 -0.19 1.63
H 5.95 0.53 0.99
H 6.30 -1.23 2.74
H 4.26 -2.38 3.65
H 2.03 -1.68 2.92
N -0.58 3.10 -0.89
C -1.03 2.89 -2.21
C -1.58 3.90 -2.99
C -1.97 3.64 -4.29
C -1.84 2.37 -4.83
C -1.28 1.36 -4.06
C -0.87 1.61 -2.76
P 0.14 0.38 -1.86
C 1.51 0.48 -3.07
C 1.75 -0.42 -4.10
C 2.76 -0.18 -5.01
C 3.54 0.96 -4.91
C 3.28 1.89 -3.91
C 2.25 1.66 -3.01
C -0.81 -1.14 -2.23
C -0.23 -2.37 -2.51
C -1.03 -3.47 -2.78
C -2.41 -3.35 -2.80
C -2.99 -2.13 -2.51
C -2.20 -1.03 -2.21
H -0.64 4.08 -0.64
H -1.11 2.53 -0.24
H -1.68 4.90 -2.58
H -2.39 4.44 -4.90
H -2.15 2.18 -5.84
H -1.14 0.38 -4.49
H 1.15 -1.31 -4.21
H 2.94 -0.89 -5.80
H 4.34 1.14 -5.61
H 3.87 2.78 -3.82
H 2.02 2.40 -2.26
H 0.84 -2.48 -2.51
H -0.57 -4.42 -2.99
H -3.02 -4.20 -3.04
H -4.07 -2.02 -2.54
H -2.66 -0.08 -2.00
N -0.31 -0.38 2.88
C -1.74 -0.59 2.56
C -2.66 -0.62 3.80
C -2.61 0.61 4.73
C -3.84 1.51 4.65
N -3.91 2.21 3.38
C -3.05 3.16 3.02
N -2.36 3.86 3.91
N -2.97 3.50 1.73
C -2.15 0.37 1.43
O -3.31 0.73 1.27
O -1.18 0.76 0.67
H 0.06 -1.27 3.22
H -0.25 0.27 3.68
H -1.83 -1.57 2.08
H -2.37 -1.50 4.38
H -3.67 -0.79 3.45
H -1.72 1.20 4.54
H -2.54 0.26 5.76
H -3.83 2.24 5.46
H -4.75 0.92 4.75
H -4.25 1.64 2.61
H -2.37 3.61 4.89
H -1.65 4.51 3.60
H -3.40 2.89 1.05
H -2.26 4.16 1.46
O 1.93 -1.21 -0.62
C 1.12 -2.02 -0.02
O 0.22 -1.39 0.69
C 1.09 -3.46 -0.07
C 2.14 -4.22 -0.61
C 2.06 -5.60 -0.61
C 0.93 -6.24 -0.10
C -0.12 -5.49 0.43
C -0.04 -4.12 0.44
H 3.01 -3.71 -1.00
H 2.86 -6.19 -1.02
H 0.87 -7.31 -0.12
H -1.00 -5.99 0.80
H -0.86 -3.52 0.81
Cl 0.47 2.37 4.17
Si 1.11 2.50 2.06
Cl 0.13 4.40 1.86
Cl 3.06 3.17 2.40
*
```

Calculated values
HOMO-LUMO gap, hartree: 0.2233
Energy above the lowest of the compared OMol25 structures with the same formula, charge and spin, kJ/mol: 258.5
LUMO, Ha: -0.119

Population analysis type Mulliken, resulting atomic charges in e: atom 1 (W): 2.013, atom 2 (O): -0.637, atom 3 (C): 0.594, atom 4 (O): -0.550, atom 5 (C): 0.479, atom 6 (C): -1.078, atom 7 (C): -0.452, atom 8 (C): -0.974, atom 9 (C): 0.096, atom 10 (N): 0.622, atom 11 (H): 0.584, atom 12 (H): 0.489, atom 13 (H): 0.498, atom 14 (H): 0.136, atom 15 (N): 0.074, atom 16 (C): -0.134, atom 17 (C): -0.543, atom 18 (C): -0.789, atom 19 (C): -1.036, atom 20 (C): -0.660, atom 21 (C): 1.049, atom 22 (P): 1.103, atom 23 (C): 1.719, atom 24 (C): -0.804, atom 25 (C): -0.861, atom 26 (C): -0.746, atom 27 (C): -0.863, atom 28 (C): -1.101, atom 29 (C): 1.121, atom 30 (C): -1.205, atom 31 (C): -0.629, atom 32 (C): -0.870, atom 33 (C): -0.920, atom 34 (C): -0.684, atom 35 (H): 0.316, atom 36 (H): -0.626, atom 37 (H): 0.461, atom 38 (H): 0.415, atom 39 (H): 0.464, atom 40 (H): 0.431, atom 41 (H): 0.525, atom 42 (H): 0.467, atom 43 (H): 0.408, atom 44 (H): 0.499, atom 45 (H): 0.373, atom 46 (H): 0.534, atom 47 (H): 0.492, atom 48 (H): 0.456, atom 49 (H): 0.509, atom 50 (H): 0.540, atom 51 (N): -0.538, atom 52 (C): 0.762, atom 53 (C): -1.325, atom 54 (C): 0.907, atom 55 (C): -1.579, atom 56 (N): -0.068, atom 57 (C): 0.569, atom 58 (N): -0.235, atom 59 (N): -0.289, atom 60 (C): 0.153, atom 61 (O): -0.951, atom 62 (O): 0.937, atom 63 (H): 0.297, atom 64 (H): 0.231, atom 65 (H): -0.458, atom 66 (H): 0.396, atom 67 (H): 0.600, atom 68 (H): -0.654, atom 69 (H): 0.473, atom 70 (H): 0.373, atom 71 (H): 0.444, atom 72 (H): 0.374, atom 73 (H): 0.200, atom 74 (H): 0.203, atom 75 (H): 0.287, atom 76 (H): 0.171, atom 77 (O): -0.845, atom 78 (C): 0.583, atom 79 (O): -0.056, atom 80 (C): -0.097, atom 81 (C): -0.265, atom 82 (C): -0.853, atom 83 (C): -0.528, atom 84 (C): -0.869, atom 85 (C): -0.320, atom 86 (H): 0.528, atom 87 (H): 0.469, atom 88 (H): 0.441, atom 89 (H): 0.461, atom 90 (H): 0.497, atom 91 (Cl): -0.488, atom 92 (Si): 0.684, atom 93 (Cl): -0.616, atom 94 (Cl): -0.308

# 2
Computed, not measured: a structure of composition C37H39CoF2GeN5O5S3, with wB97M-V/def2-TZVPD.

Structure (ORCA input):
```
! wB97M-V def2-TZVPD RIJCOSX def2/J DEFGRID3
* xyz 0 2
Co -0.24 0.53 -1.80
C 1.17 2.94 1.54
C 0.32 2.03 0.68
N 0.69 1.71 -0.51
N 1.96 2.19 -0.86
C 2.23 2.02 -2.12
S 1.18 1.38 -3.33
S 3.83 2.46 -2.69
C 4.83 2.41 -1.16
C 5.29 1.01 -0.84
C 6.53 0.57 -1.30
C 6.96 -0.73 -1.07
C 6.15 -1.61 -0.37
C 4.92 -1.18 0.11
C 4.50 0.12 -0.12
C -0.96 1.52 1.23
C -1.10 1.36 2.61
C -2.27 0.89 3.18
C -3.36 0.59 2.37
C -3.25 0.74 0.99
C -2.06 1.19 0.43
O -1.96 1.30 -0.92
H 1.41 3.84 0.98
H 2.12 2.46 1.78
H 0.66 3.22 2.45
H 4.24 2.85 -0.36
H 5.68 3.05 -1.37
H 7.16 1.25 -1.86
H 7.92 -1.05 -1.45
H 6.48 -2.63 -0.20
H 4.29 -1.86 0.66
H 3.53 0.45 0.25
H -0.26 1.59 3.25
H -2.34 0.77 4.25
H -4.28 0.21 2.79
H -4.07 0.48 0.34
C 2.55 -5.66 4.31
C 1.04 -5.48 4.22
S 0.40 -5.80 2.60
O 0.73 -7.16 2.24
O -0.98 -5.36 2.58
C 1.31 -4.69 1.55
C 0.60 -4.55 0.20
N 0.90 -3.27 -0.42
C 0.12 -2.16 -0.36
N 0.68 -1.15 -1.02
C 1.85 -1.61 -1.54
C 2.01 -2.90 -1.16
N 3.13 -3.75 -1.44
O 3.16 -4.85 -0.89
O 3.99 -3.31 -2.18
C -1.19 -2.06 0.33
H 2.86 -5.63 5.36
H 3.09 -4.87 3.79
H 2.85 -6.62 3.89
H 0.70 -4.47 4.48
H 0.50 -6.20 4.84
H 2.32 -5.08 1.43
H 1.33 -3.73 2.07
H -0.47 -4.61 0.33
H 0.91 -5.35 -0.47
H 2.51 -0.99 -2.13
H -1.48 -2.97 0.84
H -1.96 -1.81 -0.41
H -1.15 -1.25 1.06
F -2.60 -0.31 -3.07
C -1.19 -0.53 -3.14
F -1.10 -1.91 -2.98
H -0.97 -0.36 -4.19
Ge -2.99 2.49 -1.90
C -2.39 4.11 -1.03
C -2.75 4.46 0.27
C -2.14 5.53 0.91
C -1.16 6.26 0.25
C -0.79 5.92 -1.04
C -1.40 4.85 -1.68
C -4.85 2.04 -1.84
C -5.37 1.12 -2.74
C -6.72 0.81 -2.72
C -7.56 1.43 -1.80
C -7.05 2.36 -0.91
C -5.70 2.67 -0.93
H -2.33 2.36 -3.27
H -3.49 3.88 0.82
H -2.42 5.79 1.92
H -0.68 7.10 0.74
H -0.02 6.48 -1.56
H -1.09 4.57 -2.68
H -4.72 0.63 -3.45
H -7.12 0.09 -3.42
H -8.62 1.18 -1.79
H -7.71 2.84 -0.19
H -5.32 3.41 -0.23
*
```

Calculated values
HOMO-LUMO gap (alpha / beta), hartree: 0.2728 / 0.2709
Energy above the lowest of the compared OMol25 structures with the same formula, charge and spin, kJ/mol: 51.9
LUMO (alpha / beta), Ha: -0.012 / -0.012
⟨S²⟩: 0.77

Population analysis type Mulliken, resulting atomic charges in e: atom 1 (Co): -0.278, atom 2 (C): -1.858, atom 3 (C): 0.757, atom 4 (N): 1.692, atom 5 (N): -1.105, atom 6 (C): 0.160, atom 7 (S): -0.569, atom 8 (S): -0.118, atom 9 (C): -1.007, atom 10 (C): 0.406, atom 11 (C): -0.582, atom 12 (C): -0.609, atom 13 (C): -0.581, atom 14 (C): -0.541, atom 15 (C): 0.019, atom 16 (C): 0.571, atom 17 (C): -0.619, atom 18 (C): -1.251, atom 19 (C): -0.863, atom 20 (C): -0.710, atom 21 (C): 1.023, atom 22 (O): -0.650, atom 23 (H): 0.349, atom 24 (H): 0.276, atom 25 (H): 0.631, atom 26 (H): 0.260, atom 27 (H): 0.586, atom 28 (H): 0.365, atom 29 (H): 0.373, atom 30 (H): 0.395, atom 31 (H): 0.633, atom 32 (H): 0.399, atom 33 (H): 0.474, atom 34 (H): 0.411, atom 35 (H): 0.458, atom 36 (H): 0.589, atom 37 (C): -1.129, atom 38 (C): -0.493, atom 39 (S): 1.273, atom 40 (O): -0.683, atom 41 (O): -0.689, atom 42 (C): -0.441, atom 43 (C): -2.064, atom 44 (N): 0.318, atom 45 (C): 0.011, atom 46 (N): 0.991, atom 47 (C): -0.682, atom 48 (C): -0.917, atom 49 (N): 1.114, atom 50 (O): -0.685, atom 51 (O): -0.609, atom 52 (C): -0.291, atom 53 (H): 0.381, atom 54 (H): 0.258, atom 55 (H): 0.338, atom 56 (H): 0.360, atom 57 (H): 0.432, atom 58 (H): 0.574, atom 59 (H): 0.554, atom 60 (H): 0.830, atom 61 (H): 0.345, atom 62 (H): 0.687, atom 63 (H): 0.582, atom 64 (H): 0.043, atom 65 (H): -0.274, atom 66 (F): -0.294, atom 67 (C): 0.561, atom 68 (F): -0.325, atom 69 (H): 0.467, atom 70 (Ge): 0.035, atom 71 (C): 0.598, atom 72 (C): 0.246, atom 73 (C): -0.918, atom 74 (C): -0.499, atom 75 (C): -0.617, atom 76 (C): -0.446, atom 77 (C): 0.143, atom 78 (C): -0.431, atom 79 (C): -0.641, atom 80 (C): -0.429, atom 81 (C): -0.736, atom 82 (C): 0.206, atom 83 (H): -0.096, atom 84 (H): 0.164, atom 85 (H): 0.406, atom 86 (H): 0.391, atom 87 (H): 0.416, atom 88 (H): 0.362, atom 89 (H): 0.398, atom 90 (H): 0.397, atom 91 (H): 0.376, atom 92 (H): 0.415, atom 93 (H): 0.230

The lowest energy above the lowest of the compared OMol25 structures with the same formula, charge and spin belongs to which entry? C37H39CoF2GeN5O5S3